Model i:
Density functional theory data (ωB97M-V/def2-TZVPD) for a cluster of 10 separate species, C16H52O18 in total.

For the orbital gap, the calculation gives 10.1 eV. The HOMO energy comes out at -10.1 eV. As for the structure (SMILES): OCCO.OCCO.OCCO.OCCO.OCCO.OCCO.OCCO.OCCO.O.O.

```
86
C16H52O18 ωB97M-V/def2-TZVPD
O -18.0478 10.8846 -23.7224
C -17.1093 11.3756 -22.7791
C -16.2049 10.1844 -22.2905
O -16.9420 9.2706 -21.5428
H -17.5547 10.5118 -24.4569
H -16.6257 12.2080 -23.2904
H -17.7216 11.8568 -22.0164
H -15.4728 10.6056 -21.6014
H -15.6017 9.6280 -23.0079
H -17.8441 9.2881 -21.8705
O -20.6239 8.9457 -16.0087
C -19.6950 7.9248 -15.9565
C -18.2928 8.5201 -15.8536
O -17.8541 9.3232 -16.8721
H -20.5858 9.3896 -16.8591
H -19.7514 7.3244 -15.0485
H -19.7179 7.2982 -16.8482
H -17.6339 7.6522 -15.8807
H -18.1900 9.0615 -14.9131
H -18.1774 8.8284 -17.6286
O -15.2859 6.0331 -12.6202
C -14.4392 7.0972 -12.2491
C -14.9744 7.8110 -11.0616
O -14.3449 9.0620 -10.7758
H -15.0430 5.8476 -13.5302
H -13.3950 6.7875 -12.2058
H -14.4571 7.8391 -13.0474
H -14.9497 7.1435 -10.2002
H -16.0412 7.9652 -11.2235
H -14.9283 9.5282 -10.1725
O -16.9023 13.2950 -13.1080
C -15.9793 14.1447 -13.7752
C -16.5687 14.6149 -15.1672
O -16.1324 13.5752 -16.1404
H -16.5071 13.1204 -12.2507
H -15.8642 15.0372 -13.1601
H -14.9878 13.7143 -13.9162
H -16.0874 15.5561 -15.4332
H -17.6398 14.7478 -15.0153
H -16.7141 12.8128 -16.0953
O -6.6708 12.2586 -18.2321
C -7.9644 12.4330 -17.6687
C -8.4487 11.1968 -16.9856
O -8.5271 9.9807 -17.7853
H -6.7576 11.7835 -19.0618
H -7.7908 13.2949 -17.0244
H -8.6105 12.7315 -18.4943
H -9.4801 11.3672 -16.6769
H -7.8214 10.9969 -16.1168
H -8.6702 9.2299 -17.2045
O -13.9227 4.5105 -16.6000
C -12.5353 4.0765 -16.7674
C -11.7176 5.2301 -17.3322
O -11.5298 6.3245 -16.4612
H -14.3542 4.3212 -17.4364
H -12.2690 3.8934 -15.7264
H -12.4675 3.1440 -17.3277
H -12.2086 5.4865 -18.2709
H -10.7371 4.8105 -17.5574
H -12.3426 6.8213 -16.5799
O -11.2378 17.0436 -20.7892
C -10.7515 16.9238 -19.5016
C -11.7254 16.3227 -18.4815
O -12.3196 15.0878 -18.8786
H -11.4305 16.1584 -21.1071
H -9.8003 16.4035 -19.3888
H -10.5864 17.9009 -19.0477
H -12.4627 17.0872 -18.2364
H -11.2431 16.1593 -17.5178
H -12.9460 14.7733 -18.2226
O -11.5414 12.9974 -22.4922
C -11.3222 11.7260 -23.0853
C -10.4345 11.0080 -22.0703
O -11.2142 10.3594 -21.0352
H -11.8852 12.7993 -21.6180
H -12.2118 11.1309 -23.2917
H -10.8955 12.0226 -24.0435
H -9.5534 11.5789 -21.7772
H -10.0541 10.1402 -22.6091
H -10.6434 10.0286 -20.3379
O -13.6720 9.7833 -16.9975
H -13.3418 10.1045 -17.8366
H -14.6236 9.8568 -17.0701
O -11.9715 10.5019 -13.5995
H -12.5000 10.4904 -14.3974
H -12.6115 10.5224 -12.8880
```


Model ii:
Density functional theory data (ωB97M-V/def2-TZVPD) for a cluster of 10 separate species, C16H52O18 in total.

For the orbital gap, the calculation gives 9.5 eV. The HOMO energy comes out at -9.6 eV. As for the structure (SMILES): OCCO.OCCO.OCCO.OCCO.OCCO.OCCO.OCCO.OCCO.O.O.

```
86
C16H52O18 ωB97M-V/def2-TZVPD
O 1.5080 1.3652 0.6806
C 1.7112 2.6989 0.1941
C 2.6641 2.8978 -0.9759
O 2.6693 4.3460 -1.2384
H 2.3035 0.9455 0.8376
H 0.7628 3.2379 0.1538
H 2.1103 3.1293 1.1790
H 2.2511 2.5081 -1.8984
H 3.6400 2.5882 -0.8863
H 3.4836 4.6184 -0.9706
O -0.5869 0.3789 -1.2306
C 0.2045 -0.4014 -1.9520
C 0.7619 -1.4509 -0.9392
O -0.3419 -1.9870 -0.2491
H -1.1724 -0.2704 -0.8013
H -0.4253 -0.9231 -2.6041
H 0.9482 0.1416 -2.5529
H 1.4538 -1.0257 -0.2731
H 1.2982 -2.2175 -1.4867
H -0.1989 -1.9315 0.6828
O 2.0091 -3.8999 0.5431
C 1.4271 -5.0882 0.1040
C 1.1826 -6.0596 1.3555
O 0.6386 -7.2626 0.8790
H 1.4792 -3.3603 1.1673
H 0.4781 -4.8032 -0.4008
H 2.1454 -5.5214 -0.5798
H 0.6789 -5.5904 2.1652
H 2.1778 -6.3021 1.7616
H -0.0556 -7.1617 0.1919
O 0.8037 -2.4271 2.5725
C 0.4518 -1.0969 2.8371
C 1.5673 -0.4296 3.5525
O 1.6248 -0.8319 4.8752
H 0.7443 -2.9879 3.3594
H 0.1329 -0.5275 1.9584
H -0.4307 -0.9664 3.5032
H 1.4656 0.6156 3.3714
H 2.5180 -0.7926 3.1971
H 2.4564 -0.5554 5.2376
O -4.2448 3.0867 0.0319
C -3.0683 2.2360 0.1712
C -2.2081 2.9048 1.2114
O -1.1134 2.1479 1.5083
H -4.9980 2.5362 -0.2590
H -3.2965 1.2259 0.5161
H -2.5069 2.1760 -0.8367
H -2.6748 3.3141 2.1186
H -1.6357 3.8155 0.7468
H -0.7465 1.8329 0.6756
O 5.5229 2.3997 3.5330
C 4.4441 1.7168 2.9078
C 5.2192 1.1993 1.7248
O 4.1619 0.6684 0.9064
H 5.7856 1.7275 4.1693
H 4.0504 0.9172 3.5264
H 3.6863 2.4076 2.5617
H 5.8679 0.2791 2.0617
H 5.8479 1.9115 1.1922
H 3.9607 -0.2385 1.1422
O 0.1154 4.6307 -2.2553
C -0.4699 3.5075 -2.9221
C -1.9459 3.7405 -2.8639
O -2.5846 2.4923 -3.1950
H 0.9874 4.3549 -2.0031
H -0.0241 3.4954 -3.9181
H -0.2439 2.6398 -2.4188
H -2.3610 4.2609 -3.6966
H -2.2920 3.9815 -1.9044
H -3.5255 2.6256 -3.2013
O -5.1892 -2.1440 -4.1884
C -5.0673 -1.2160 -3.1220
C -3.6597 -0.7198 -3.0419
O -3.6364 0.2354 -1.9975
H -5.8375 -2.7630 -3.7815
H -5.7097 -0.3520 -3.3269
H -5.4833 -1.5767 -2.1152
H -3.4313 -0.2948 -4.0073
H -2.8245 -1.4079 -2.8483
H -2.7415 0.5404 -1.8754
O -2.7428 -2.0276 2.1580
H -2.7185 -2.9724 2.1132
H -3.3977 -1.7245 1.5527
O -1.8298 -4.0898 -1.4383
H -1.3184 -3.3933 -1.0056
H -2.6624 -3.6868 -1.6275
```


It is model i that is the most stable of them.


Model i:
Density functional theory data (ωB97M-V/def2-TZVPD) for an isolated molecule of C6H8N2O2.

For the orbital gap, the calculation gives 8.9 eV. The HOMO energy comes out at -8.4 eV. As for the structure (SMILES): [H]/N=C(\O)c1[nH]ccc1CO.

```
18
C6H8N2O2 ωB97M-V/def2-TZVPD
H 2.9081 1.9128 0.0333
N 1.8431 1.7297 -0.1379
C 1.6632 0.6109 0.4312
O 2.9067 0.0442 0.8990
C 0.5488 -0.2961 0.1947
N 0.6596 -1.6684 0.2518
C -0.5275 -2.2354 -0.0827
C -1.4453 -1.2248 -0.3055
C -0.7559 0.0101 -0.1828
C -1.3133 1.3804 -0.4075
O -2.7144 1.3487 -0.2154
H 2.7956 -0.8217 1.3071
H 1.5355 -2.1748 0.3107
H -0.6382 -3.3157 -0.1171
H -2.5055 -1.3546 -0.5030
H -1.0670 1.7158 -1.4305
H -0.8350 2.1001 0.2772
H -3.0583 2.2388 -0.3226
```


Model ii:
Density functional theory data (ωB97M-V/def2-TZVPD) for an isolated molecule of C6H8N2O2.

For the orbital gap, the calculation gives 8.6 eV. The HOMO energy comes out at -8.7 eV.

```
18
C6H8N2O2 ωB97M-V/def2-TZVPD
C -0.5253 0.0525 -0.2396
C 0.2116 -1.0803 0.0461
C 1.9752 0.3985 -0.0241
C -1.8410 0.5007 0.0167
C -0.1686 -2.4641 0.1594
C -2.2805 1.9458 0.0283
N 1.5599 -0.8582 0.2539
N 3.2544 0.6662 0.0293
O -2.6460 -0.4266 0.0326
O 1.1386 1.3071 -0.2333
H -0.2399 -2.7290 1.2133
H -1.0957 -2.5722 -0.3231
H 0.5838 -3.1430 -0.4577
H -3.2852 1.9653 0.4088
H -2.4100 2.3694 -0.9082
H -1.5575 2.5339 0.5899
H 3.6962 -0.0334 0.5853
H 3.6177 1.2250 -0.7175
```


Model iii:
Density functional theory data (ωB97M-V/def2-TZVPD) for a structure of composition C6H8N2O2.

For the orbital gap, the calculation gives 9.8 eV. The HOMO energy comes out at -9.2 eV.

```
18
C6H8N2O2 ωB97M-V/def2-TZVPD
N -1.1064 2.0709 0.0835
C -0.8303 0.8417 0.7556
C -1.8507 -0.3045 0.5937
O -1.8951 -0.5191 -0.8444
C -0.6072 -1.0893 -0.7242
C -0.6918 -1.3405 0.7285
C 0.1975 -0.1971 0.2524
C 1.6408 -0.0983 0.2544
N 2.6533 -0.5646 0.7464
H -0.4689 2.8184 0.3332
H -1.1518 1.9758 -0.9260
H -0.6614 1.0226 1.8247
H -2.8324 -0.3019 1.0730
H -0.1616 -1.6384 -1.5511
H -0.4855 -2.1888 1.3761
O 2.7082 0.1933 -1.4387
H 3.4382 -0.3935 -0.5114
H 2.1050 -0.2867 -2.0258
```


Model iv:
Density functional theory data (ωB97M-V/def2-TZVPD) for a cluster of 2 separate species, C6H8N2O2 in total.

For the orbital gap, the calculation gives 9.2 eV. The HOMO energy comes out at -9.3 eV. As for the structure (SMILES): O=c1cc[nH]c(=O)[nH]1.C=C.

```
18
C6H8N2O2 ωB97M-V/def2-TZVPD
O -2.9107 0.6919 0.7542
C -1.7546 0.6793 0.5859
C -1.0427 -0.4027 0.1080
C 0.3187 -0.3457 0.4023
N 0.9740 0.7774 0.7911
C 0.2986 2.0146 1.0794
O 0.8196 3.2232 0.9900
N -1.0745 1.8342 1.2487
H -1.5283 -1.4292 0.0269
H 0.8872 -1.4852 0.6117
H 2.0390 0.8072 0.6183
H -1.6262 2.5260 1.8197
C 1.3374 -1.2047 -1.4437
C 0.1884 -1.6557 -1.8072
H 1.4736 -0.4573 -0.5902
H 2.1631 -1.9201 -1.4356
H -0.6923 -1.0784 -1.5720
H 0.1296 -2.5746 -2.1873
```


It is model i that is the most stable of them.


Model i:
Density functional theory data (ωB97M-V/def2-TZVPD) for the ion C6H12N2 with charge +2.

For the orbital gap (spin up / spin down), the calculation gives 6.9 / 8.5 eV. As for the spin multiplicity: 3. Its net charge is +2. Its expectation value of S² is 2.0240. The HOMO energy (spin up / spin down) comes out at -16.2 / -21.3 eV.

```
20
C6H12N2 ωB97M-V/def2-TZVPD
C -0.6752 0.9826 -0.3149
C 0.6734 0.9971 -0.2811
C -1.4575 -1.1186 -0.8921
C -2.9001 0.0479 0.5706
C 2.8965 0.0963 -0.5489
C 1.4094 -0.6613 1.1949
N -1.6481 -0.0604 -0.2249
N 1.6164 0.0938 0.1731
H -1.0121 1.9687 -0.3774
H 1.1992 1.8734 -0.4024
H -2.2137 -1.9152 -0.8482
H -3.7164 0.5912 0.1393
H -2.6937 0.5613 1.6131
H -3.2675 -0.9577 0.5970
H 3.6377 -0.0767 0.1962
H 2.9432 -0.6641 -1.3042
H 3.0110 1.0874 -1.0313
H 2.1672 -1.2774 1.5110
H 0.5447 -0.4798 1.6909
H -0.5144 -1.0884 -1.4606
```


Model ii:
Density functional theory data (ωB97M-V/def2-TZVPD) for a structure of composition C6H12N2.

For the orbital gap (spin up / spin down), the calculation gives 6.5 / 7.3 eV. As for the spin multiplicity: 3. Its net charge is +2. Its expectation value of S² is 2.0142. The HOMO energy (spin up / spin down) comes out at -16.0 / -21.3 eV.

```
20
C6H12N2 ωB97M-V/def2-TZVPD
C 0.0813 -1.5279 0.0846
C -0.4668 0.8330 0.2344
C -1.2929 -1.2307 -0.1940
C 2.6442 0.8455 -0.5472
C -2.8535 0.6590 0.0283
C 2.1912 -0.1808 0.5821
N 0.8151 -0.5208 0.3649
N -1.5317 0.1840 0.0708
H 0.6185 -2.4400 0.1027
H -0.2485 1.8414 0.3146
H -1.5979 -1.2589 -1.2257
H -2.1593 -1.9721 0.2610
H 2.1356 1.8085 -0.4863
H 3.6071 1.0924 -0.1678
H 2.8252 0.3047 -1.5411
H -3.1126 1.1100 -0.9221
H -3.2377 1.3857 0.8039
H -3.6786 -0.1578 0.0431
H 2.5239 0.2706 1.6314
H 2.7372 -1.0458 0.5622
```


It is model i that is the most stable of them.


Model i:
Density functional theory data (ωB97M-V/def2-TZVPD) for a cluster of 2 separate species, C3H11NS2 in total.

For the orbital gap, the calculation gives 8.8 eV. The HOMO energy comes out at -8.1 eV. As for the structure (SMILES): CNC.CSS.

```
17
C3H11NS2 ωB97M-V/def2-TZVPD
C 1.5450 -1.5391 -0.8657
N 2.8076 -0.7021 -0.8592
C 3.1029 -0.1251 -2.1580
H 0.6575 -0.9640 -1.1930
H 1.4305 -2.3255 -1.7126
H 1.3155 -1.9564 0.0352
H 3.5311 -1.3380 -0.5733
H 3.1517 -0.8475 -3.0358
H 4.0403 0.4759 -2.2432
H 2.4108 0.6712 -2.5470
C -2.4927 -0.7717 -0.0571
S -1.3585 -0.1763 1.2022
S -1.2050 1.8361 1.0057
H -2.0797 -0.3678 -1.0677
H -3.6191 -0.3573 -0.0006
H -2.4947 -1.8903 0.0269
H 0.0870 1.8715 1.4841
```


Model ii:
Density functional theory data (ωB97M-V/def2-TZVPD) for a cluster of 2 separate species, C3H11NS2 in total.

For the orbital gap, the calculation gives 8.9 eV. The HOMO energy comes out at -8.0 eV. As for the structure (SMILES): CNC.CSS.

```
17
C3H11NS2 ωB97M-V/def2-TZVPD
C 1.7703 -2.1136 0.5853
N 0.7880 -1.1551 1.0816
C 1.4030 -0.1663 1.9607
H 1.5109 -2.4817 -0.4007
H 1.9522 -2.9757 1.2444
H 2.7201 -1.6002 0.4181
H 0.0664 -1.6623 1.5787
H 2.2982 0.1646 1.4409
H 0.7814 0.7114 2.1137
H 1.6315 -0.4966 2.9856
C -2.6986 1.8638 -2.5447
S -2.4545 2.5277 -0.8922
S -0.7324 1.6768 -0.1360
H -1.7640 1.5944 -3.0254
H -3.3675 1.0082 -2.5259
H -3.2135 2.6222 -3.1435
H -0.6916 0.4825 -0.7405
```


It is model ii that is the most stable of them.